No. 1
Below is a cluster of 2 separate species, C4H13N2 in total in a non-equilibrium geometry, with properties calculated with wB97M-V/def2-TZVPD.

Element x y z (Å)
C  -0.4767  0.6100  1.7650
C  -1.3136  0.1515  0.5774
C  -1.3906  -1.2102  0.3318
N  -1.9396  1.1502  -0.1826
H  -1.1533  0.9770  2.5617
H  0.1877  1.4387  1.4621
H  0.0876  -0.2650  2.1553
H  -1.9374  -1.6033  -0.5417
H  -1.0837  -1.9558  1.0774
H  -1.5254  2.0576  -0.1702
H  -2.2260  0.8029  -1.1434
C  1.6431  0.1406  -1.6741
N  1.5760  -0.6619  -0.3474
H  2.6917  0.4872  -1.7641
H  1.3616  -0.5103  -2.5158
H  0.9365  0.9454  -1.5729
H  1.9235  -0.1236  0.5045
H  2.0875  -1.5592  -0.3771
H  0.5510  -0.8718  -0.1457

Its HOMO-LUMO gap is 9.0 eV. As for the net charge: +1. As for the relative energy (zero: lowest compared OMol25 entry of this formula, charge and spin): 143.8 kJ/mol. The HOMO energy comes out at -12.46 eV. The value obtained for the lowest unoccupied orbital energy is -3.4 eV. The spin multiplicity is 1.

=====

No. 2
Below is a cluster of 2 separate species, C4H13N2 in total, with properties calculated with wB97M-V/def2-TZVPD.

Element x y z (Å)
C  2.0123  0.5793  0.1151
N  0.6482  1.1070  0.3768
C  0.3000  1.3203  1.8035
H  2.1347  0.5094  -0.9628
H  2.7639  1.2308  0.5476
H  2.0776  -0.4237  0.5304
H  -0.0741  0.4683  -0.0917
H  0.5589  2.0011  -0.1078
H  0.2471  0.3555  2.3016
H  -0.6783  1.7942  1.8445
H  1.0411  1.9533  2.2809
C  -1.4376  -0.8956  -1.9888
C  -1.2462  -1.8355  0.1324
N  -0.9917  -0.8388  -0.5977
H  -2.1526  -1.7065  -2.1337
H  -0.5782  -1.0821  -2.6346
H  -1.8829  0.0469  -2.2989
H  -0.9395  -1.9085  1.1680
H  -1.8027  -2.6754  -0.2847

Its HOMO-LUMO gap is 11.7 eV. As for the net charge: +1. As for the relative energy (zero: lowest compared OMol25 entry of this formula, charge and spin): 127.6 kJ/mol. The HOMO energy comes out at -14.53 eV. The value obtained for the lowest unoccupied orbital energy is -2.9 eV. The spin multiplicity is 1.

=====

No. 3
Below is a cluster of 2 separate species, C4H13N2 in total in a non-equilibrium geometry, with properties calculated with wB97M-V/def2-TZVPD.

Element x y z (Å)
C  0.2265  1.4999  2.4114
C  -0.9018  1.1649  1.4352
H  0.1775  2.5730  2.6464
H  1.2057  1.1664  2.0514
H  0.1245  0.9988  3.3760
H  -0.8203  1.6949  0.4650
H  -0.9615  0.1012  1.1587
H  -1.8773  1.3265  1.9261
C  -0.3120  -1.4494  -1.6149
C  0.7772  -0.6874  -1.6759
N  1.0836  0.1139  -0.4640
N  -1.0285  -2.0313  -2.6738
H  -0.7851  -1.5684  -0.5719
H  1.6054  -0.6932  -2.4097
H  1.2067  1.1268  -0.5745
H  0.3255  -0.0217  0.1987
H  1.9553  -0.1639  0.0077
H  -0.3839  -2.3785  -3.3839
H  -1.6176  -2.7726  -2.3080

Its HOMO-LUMO gap is 10.3 eV. As for the net charge: +1. As for the relative energy (zero: lowest compared OMol25 entry of this formula, charge and spin): 206.1 kJ/mol. The HOMO energy comes out at -13.55 eV. The value obtained for the lowest unoccupied orbital energy is -3.2 eV. The spin multiplicity is 1.

=====

No. 4
Below is a cluster of 2 separate species, C4H13N2 in total, with properties calculated with wB97M-V/def2-TZVPD.

Element x y z (Å)
C  -1.3678  1.6888  1.8651
C  -1.1949  0.3833  1.7413
N  -1.7540  -0.4178  0.6918
H  -2.0269  2.2611  1.2194
H  -0.8616  2.2023  2.6698
H  -0.5463  -0.1348  2.4299
H  -2.6742  -0.0712  0.4389
H  -1.8979  -1.3723  1.0070
C  1.8785  -1.3114  -0.6080
C  1.3344  -0.3913  -1.6909
N  0.2155  0.4509  -1.1496
H  2.7778  -1.7945  -0.9921
H  2.1348  -0.7539  0.2915
H  1.1596  -2.0920  -0.3649
H  2.1044  0.2842  -2.0475
H  0.9395  -0.9531  -2.5403
H  -0.4825  -0.0832  -0.5498
H  -0.3138  0.9229  -1.8807
H  0.5752  1.1821  -0.5308

Its HOMO-LUMO gap is 10.1 eV. As for the net charge: +1. As for the relative energy (zero: lowest compared OMol25 entry of this formula, charge and spin): 92.6 kJ/mol. The HOMO energy comes out at -13.16 eV. The value obtained for the lowest unoccupied orbital energy is -3.1 eV. The spin multiplicity is 1.